Entry 1:
ORCA calculation (ωB97M-V/def2-TZVPD) on a structure of composition C42H36AuN3O2P2Te.

energy above the lowest of the compared OMol25 structures with the same formula, charge and spin	0.000	eV
energy	-82265.6360	eV
LUMO level	-0.50	eV

Atoms and positions in Å:
1 Au 0.993 0.659 1.096
2 C 2.924 2.689 4.345
3 C 2.687 1.643 3.287
4 O 1.899 2.066 2.343
5 C 3.267 0.407 3.403
6 C 3.376 -0.587 2.369
7 C 4.476 -1.603 2.469
8 N 2.621 -0.591 1.318
9 N 2.904 -1.468 0.285
10 C 2.677 -0.888 -0.889
11 O 2.193 0.253 -1.097
12 C 3.042 -1.733 -2.078
13 C 3.777 -2.909 -1.950
14 C 4.064 -3.678 -3.067
15 C 3.619 -3.279 -4.322
16 C 2.896 -2.101 -4.454
17 C 2.612 -1.330 -3.336
18 H 3.019 3.662 3.866
19 H 3.815 2.479 4.934
20 H 2.062 2.736 5.015
21 H 3.908 0.256 4.259
22 H 4.989 -1.523 3.424
23 H 5.189 -1.456 1.656
24 H 4.068 -2.606 2.344
25 H 4.110 -3.210 -0.966
26 H 4.640 -4.589 -2.962
27 H 3.845 -3.880 -5.195
28 H 2.553 -1.784 -5.431
29 H 2.054 -0.406 -3.414
30 Te -3.961 0.131 0.302
31 C -4.285 0.282 -1.792
32 C -4.207 1.506 -2.443
33 C -4.374 1.543 -3.821
34 N -4.624 0.467 -4.564
35 C -4.718 -0.698 -3.928
36 C -4.555 -0.845 -2.557
37 C -1.913 0.366 0.333
38 P -0.669 -0.844 0.472
39 C -0.878 -1.996 1.859
40 C -0.358 -1.705 3.118
41 C -0.606 -2.548 4.190
42 C -1.381 -3.686 4.012
43 C -1.904 -3.982 2.762
44 C -1.652 -3.143 1.686
45 C -0.479 -1.900 -0.974
46 C 0.335 -3.032 -0.938
47 C 0.439 -3.841 -2.057
48 C -0.267 -3.529 -3.212
49 C -1.078 -2.403 -3.251
50 C -1.180 -1.587 -2.135
51 P -0.959 1.771 0.672
52 C -0.606 2.862 -0.726
53 C -0.948 2.469 -2.014
54 C -0.573 3.245 -3.101
55 C 0.155 4.407 -2.902
56 C 0.512 4.797 -1.616
57 C 0.136 4.027 -0.529
58 C -1.560 2.814 2.014
59 C -1.370 2.384 3.325
60 C -1.885 3.118 4.379
61 C -2.596 4.285 4.128
62 C -2.790 4.716 2.825
63 C -2.273 3.983 1.766
64 H -4.009 2.420 -1.898
65 H -4.306 2.486 -4.352
66 H -4.924 -1.566 -4.547
67 H -4.618 -1.827 -2.106
68 H 0.269 -0.831 3.259
69 H -0.185 -2.322 5.161
70 H -1.573 -4.346 4.849
71 H -2.507 -4.869 2.620
72 H -2.058 -3.382 0.711
73 H 0.906 -3.266 -0.048
74 H 1.090 -4.705 -2.035
75 H -0.170 -4.157 -4.087
76 H -1.630 -2.156 -4.149
77 H -1.826 -0.719 -2.152
78 H -1.503 1.552 -2.160
79 H -0.842 2.935 -4.102
80 H 0.456 5.008 -3.750
81 H 1.094 5.696 -1.463
82 H 0.432 4.319 0.473
83 H -0.805 1.479 3.516
84 H -1.729 2.785 5.397
85 H -2.997 4.861 4.953
86 H -3.346 5.624 2.629
87 H -2.422 4.323 0.748

These are the Mulliken partial charges, in e, on atoms 1 to 8: 0.9579, -1.4381, 1.0112, -0.7496, -1.8214, 1.6664, -1.4416, 0.1216

Entry 2:
ORCA calculation (ωB97M-V/def2-TZVPD) on a structure of composition C42H36Br2InN6O6PS6.

energy above the lowest of the compared OMol25 structures with the same formula, charge and spin	0.152	eV
energy	-284927.2361	eV
LUMO level	-0.60	eV

Atoms and positions in Å:
1 In -0.890 -0.001 -0.088
2 C -2.668 7.066 3.944
3 C -1.880 6.005 3.231
4 C -2.421 4.747 2.994
5 C -1.694 3.773 2.327
6 C -0.413 4.056 1.892
7 C 0.156 5.302 2.128
8 C -0.582 6.265 2.792
9 S 0.491 2.868 0.948
10 O 1.886 3.078 1.249
11 O 0.076 3.010 -0.429
12 N -0.032 1.423 1.415
13 C 0.364 0.935 2.664
14 C 0.827 1.688 3.718
15 C 1.166 1.085 4.948
16 C 1.056 -0.259 5.144
17 C 0.609 -1.076 4.081
18 C 0.485 -2.484 4.183
19 C 0.071 -3.213 3.110
20 C -0.221 -2.541 1.907
21 N -0.110 -1.244 1.786
22 C 0.278 -0.485 2.849
23 H -3.649 6.698 4.241
24 H -2.814 7.939 3.306
25 H -2.149 7.403 4.843
26 H -3.426 4.524 3.332
27 H -2.118 2.795 2.149
28 H 1.166 5.502 1.799
29 H -0.142 7.238 2.976
30 H 0.941 2.757 3.626
31 H 1.519 1.721 5.749
32 H 1.312 -0.713 6.093
33 H 0.731 -2.966 5.122
34 H -0.022 -4.288 3.153
35 H -0.538 -3.077 1.022
36 O -5.735 -3.096 -3.623
37 C -4.860 -2.704 -2.898
38 S -5.145 -1.887 -1.355
39 C -3.463 -1.716 -0.888
40 C -2.537 -2.218 -1.722
41 S -0.789 -2.095 -1.568
42 S -3.134 -2.964 -3.197
43 S -3.157 -0.838 0.596
44 Br 5.719 1.845 -1.239
45 C 3.992 1.121 -1.055
46 C 3.725 0.211 -0.047
47 C 2.430 -0.253 0.067
48 N 1.451 0.124 -0.752
49 C 1.725 0.967 -1.745
50 C 2.992 1.506 -1.926
51 C 0.593 1.273 -2.663
52 C 0.827 1.753 -3.942
53 C -0.256 1.941 -4.782
54 Br 0.013 2.601 -6.524
55 C -1.527 1.621 -4.349
56 C -1.663 1.137 -3.060
57 N -0.637 0.990 -2.228
58 H 4.491 -0.111 0.643
59 H 2.159 -0.950 0.848
60 H 3.191 2.228 -2.703
61 H 1.828 1.950 -4.291
62 H -2.391 1.732 -4.986
63 H -2.637 0.849 -2.686
64 S 3.612 -7.978 -1.684
65 C 2.791 -6.592 -0.931
66 C 1.440 -6.381 -1.156
67 C 0.820 -5.305 -0.536
68 N 1.458 -4.457 0.262
69 C 2.752 -4.674 0.480
70 C 3.463 -5.720 -0.083
71 C 4.958 -7.114 -2.466
72 C 6.260 -7.275 -2.017
73 C 7.277 -6.593 -2.671
74 N 7.076 -5.783 -3.704
75 C 5.823 -5.640 -4.128
76 C 4.737 -6.282 -3.555
77 H 0.880 -7.040 -1.806
78 H -0.230 -5.102 -0.718
79 H 3.253 -3.977 1.145
80 H 4.515 -5.851 0.132
81 H 6.479 -7.924 -1.180
82 H 8.303 -6.703 -2.338
83 H 5.675 -4.981 -4.976
84 H 3.739 -6.136 -3.946
85 C -4.852 2.034 1.702
86 O -4.425 2.922 0.673
87 P -3.429 2.412 -0.519
88 O -4.401 1.534 -1.457
89 C -5.688 1.988 -1.894
90 O -3.467 3.787 -1.380
91 C -2.746 4.925 -0.899
92 H -5.475 2.614 2.380
93 H -4.003 1.619 2.252
94 H -5.423 1.202 1.288
95 H -6.320 1.107 -1.985
96 H -5.593 2.480 -2.861
97 H -6.117 2.686 -1.175
98 H -1.730 4.646 -0.619
99 H -3.264 5.363 -0.044
100 H -2.717 5.645 -1.714

These are the Mulliken partial charges, in e, on atoms 1 to 8: 1.3133, -1.6420, 1.1697, -0.7221, -0.1615, -0.3937, -0.8673, -0.7867

Entry 3:
ORCA calculation (ωB97M-V/def2-TZVPD) on a cluster of 2 separate species, C42H36N in total in a non-equilibrium geometry.

energy above the lowest of the compared OMol25 structures with the same formula, charge and spin	2.461	eV
energy	-45619.3867	eV
total charge	+1
LUMO level	-5.76	eV

Atoms and positions in Å:
1 C 1.170 -4.611 0.438
2 C 0.835 -3.480 1.177
3 C 1.010 -2.191 0.654
4 C 1.597 -2.030 -0.594
5 C 1.898 -0.653 -1.213
6 C 1.762 0.548 -0.288
7 C 2.819 1.302 0.225
8 C 2.641 2.672 0.480
9 C 1.398 3.280 0.248
10 C 0.296 2.479 -0.042
11 C 0.473 1.082 -0.100
12 C 3.374 -0.661 -1.667
13 C 4.301 -1.456 -0.978
14 C 5.643 -1.459 -1.356
15 C 6.091 -0.537 -2.304
16 C 5.193 0.364 -2.883
17 C 3.834 0.312 -2.556
18 C 0.855 -0.423 -2.392
19 C 0.134 -1.655 -2.977
20 C -1.166 -1.104 -3.564
21 C -1.501 0.144 -2.750
22 N -0.238 0.503 -2.081
23 C 1.988 -3.175 -1.319
24 C 1.763 -4.459 -0.820
25 H 0.981 -5.612 0.830
26 H 0.416 -3.600 2.175
27 H 0.715 -1.310 1.227
28 H 3.800 0.845 0.389
29 H 3.497 3.281 0.797
30 H 1.269 4.358 0.368
31 H -0.695 2.911 -0.230
32 H -0.358 0.389 0.043
33 H 4.000 -2.090 -0.140
34 H 6.328 -2.168 -0.892
35 H 7.145 -0.504 -2.583
36 H 5.535 1.124 -3.586
37 H 3.136 1.053 -2.955
38 H 1.426 0.029 -3.227
39 H 0.777 -2.155 -3.710
40 H -0.109 -2.399 -2.211
41 H -0.977 -0.790 -4.598
42 H -1.983 -1.829 -3.559
43 H -1.814 0.990 -3.376
44 H -2.290 0.003 -1.997
45 H -0.014 1.488 -2.252
46 H 2.482 -3.054 -2.289
47 H 2.062 -5.325 -1.417
48 C -2.003 1.088 1.368
49 C -1.838 2.361 2.061
50 C -0.623 2.661 2.715
51 C -0.425 3.869 3.373
52 C -1.468 4.798 3.452
53 C -2.684 4.518 2.823
54 C -2.864 3.329 2.123
55 C -3.120 0.807 0.494
56 C -3.460 -0.580 0.623
57 C -4.693 -1.054 0.177
58 C -5.609 -0.130 -0.344
59 C -5.206 1.191 -0.637
60 C -3.944 1.655 -0.250
61 C -2.507 -1.187 1.548
62 C -1.604 -0.164 1.998
63 C -0.669 -0.461 2.994
64 C -0.733 -1.706 3.625
65 C -1.683 -2.670 3.243
66 C -2.523 -2.442 2.146
67 H 0.218 1.973 2.623
68 H 0.545 4.087 3.826
69 H -1.317 5.751 3.963
70 H -3.504 5.234 2.876
71 H -3.809 3.138 1.624
72 H -4.942 -2.112 0.294
73 H -6.640 -0.430 -0.555
74 H -5.907 1.878 -1.127
75 H -3.609 2.666 -0.488
76 H 0.103 0.251 3.266
77 H -0.044 -1.916 4.449
78 H -1.733 -3.616 3.793
79 H -3.205 -3.212 1.781

These are the Mulliken partial charges, in e, on atoms 1 to 8: -0.7511, -0.7306, 0.8085, -2.1905, 4.8314, 0.1615, -0.4548, -1.0797

Entry 4:
ORCA calculation (ωB97M-V/def2-TZVPD) on a cluster of 2 separate species, C42H36N2O2 in total in a non-equilibrium geometry.

energy above the lowest of the compared OMol25 structures with the same formula, charge and spin	0.041	eV
energy	-51210.0819	eV
LUMO level	-1.37	eV

Atoms and positions in Å:
1 C -0.106 0.886 -6.037
2 C -0.058 1.046 -4.521
3 C -0.204 2.376 -3.938
4 C -1.525 2.909 -3.829
5 C -1.664 4.414 -3.878
6 O -2.526 2.168 -3.655
7 O 0.114 0.006 -3.860
8 H -0.616 1.702 -6.553
9 H 0.933 0.834 -6.395
10 H -0.607 -0.063 -6.278
11 H 0.679 3.021 -3.800
12 H -1.791 4.724 -4.920
13 H -2.557 4.728 -3.330
14 H -0.775 4.903 -3.461
15 C -0.427 4.937 6.061
16 C -0.200 5.849 5.020
17 C 0.476 5.433 3.870
18 C 0.938 4.120 3.784
19 N 1.721 3.727 2.659
20 C 3.130 3.870 2.805
21 C 3.838 3.068 3.706
22 C 5.210 3.283 3.895
23 C 5.855 4.339 3.240
24 C 5.127 5.175 2.383
25 C 3.775 4.920 2.134
26 C 1.172 3.194 1.502
27 C -0.084 3.626 1.040
28 C -0.697 2.948 0.003
29 C -0.083 1.787 -0.536
30 C -0.839 0.911 -1.371
31 C -0.989 -0.480 -1.189
32 C -1.956 -1.173 -1.985
33 C -2.193 -2.517 -1.825
34 C -1.340 -3.268 -0.987
35 N -1.470 -4.654 -0.908
36 C -0.311 -5.468 -0.767
37 C -0.192 -6.314 0.343
38 C 0.947 -7.112 0.485
39 C 1.909 -7.148 -0.533
40 C 1.734 -6.369 -1.682
41 C 0.643 -5.504 -1.793
42 C -2.743 -5.289 -0.909
43 C -3.039 -6.152 -1.969
44 C -4.274 -6.796 -1.983
45 C -5.160 -6.631 -0.911
46 C -4.829 -5.806 0.166
47 C -3.634 -5.092 0.152
48 C -0.342 -2.617 -0.232
49 C -0.250 -1.238 -0.232
50 C 1.260 1.483 -0.197
51 C 1.880 2.186 0.816
52 C 0.759 3.219 4.839
53 C 0.051 3.624 5.972
54 H -0.964 5.263 6.954
55 H -0.567 6.876 5.087
56 H 0.673 6.110 3.034
57 H 3.302 2.283 4.241
58 H 5.777 2.623 4.553
59 H 6.919 4.522 3.409
60 H 5.621 6.018 1.894
61 H 3.193 5.543 1.448
62 H -0.524 4.498 1.517
63 H -1.692 3.198 -0.364
64 H -1.494 1.338 -2.117
65 H -2.458 -0.599 -2.764
66 H -2.957 -3.043 -2.404
67 H -0.993 -6.322 1.087
68 H 1.083 -7.703 1.391
69 H 2.793 -7.782 -0.428
70 H 2.464 -6.427 -2.490
71 H 0.491 -4.878 -2.676
72 H -2.299 -6.289 -2.765
73 H -4.534 -7.423 -2.835
74 H -6.122 -7.140 -0.929
75 H -5.504 -5.704 1.013
76 H -3.348 -4.424 0.965
77 H 0.362 -3.234 0.335
78 H 0.419 -0.743 0.468
79 H 1.742 0.645 -0.709
80 H 2.888 1.932 1.133
81 H 1.198 2.224 4.757
82 H -0.138 2.912 6.780

These are the Mulliken partial charges, in e, on atoms 1 to 8: -1.2627, 0.6438, -0.4824, 0.9543, -1.4567, -0.7717, -0.5803, 0.3298

Entry 5:
ORCA calculation (ωB97M-V/def2-TZVPD) on a structure of composition C42H37BBrCuN8.

energy	-171433.5799	eV
total charge	+1
LUMO level (spin up / spin down)	-3.39 / -3.60	eV
multiplicity	2

Atoms and positions in Å:
1 Cu 0.382 0.147 -0.146
2 C 5.185 -2.018 0.380
3 C 4.269 -0.854 0.209
4 C 4.549 0.501 0.272
5 C 3.346 1.150 0.020
6 N 2.379 0.245 -0.177
7 N 2.963 -0.987 -0.064
8 B 2.139 -2.297 -0.205
9 N 1.355 -2.181 -1.544
10 N 0.556 -1.106 -1.730
11 C -0.024 -1.225 -2.912
12 C 0.381 -2.428 -3.508
13 C 1.266 -3.003 -2.609
14 C 2.040 -4.276 -2.712
15 C -0.976 -0.202 -3.367
16 C -2.213 -0.569 -3.890
17 C -3.137 0.404 -4.245
18 C -2.834 1.750 -4.084
19 C -1.596 2.124 -3.577
20 C -0.671 1.151 -3.223
21 N 1.194 -2.374 1.010
22 N 0.579 -1.246 1.426
23 C -0.096 -1.537 2.520
24 C 0.062 -2.897 2.830
25 C 0.894 -3.394 1.842
26 C 1.423 -4.778 1.647
27 C -0.890 -0.508 3.207
28 C -0.538 0.837 3.106
29 C -1.320 1.820 3.696
30 C -2.458 1.466 4.412
31 C -2.798 0.126 4.542
32 C -2.020 -0.856 3.943
33 C 3.145 2.601 -0.106
34 C 2.876 3.168 -1.353
35 C 2.676 4.537 -1.471
36 C 2.749 5.350 -0.344
37 C 3.028 4.792 0.895
38 C 3.228 3.423 1.015
39 H 6.192 -1.663 0.587
40 H 5.216 -2.636 -0.518
41 H 4.867 -2.650 1.210
42 H 5.513 0.952 0.448
43 H 2.859 -3.247 -0.241
44 H 0.100 -2.815 -4.475
45 H 1.788 -4.786 -3.640
46 H 1.822 -4.948 -1.880
47 H 3.113 -4.085 -2.707
48 H -2.461 -1.620 -4.000
49 H -4.098 0.110 -4.649
50 H -3.557 2.505 -4.368
51 H -1.345 3.172 -3.469
52 H 0.304 1.440 -2.849
53 H -0.341 -3.444 3.666
54 H 1.028 -5.433 2.419
55 H 2.512 -4.796 1.703
56 H 1.134 -5.185 0.674
57 H 0.368 1.116 2.578
58 H -1.031 2.861 3.614
59 H -3.065 2.229 4.882
60 H -3.673 -0.157 5.115
61 H -2.300 -1.896 4.039
62 H 2.836 2.532 -2.227
63 H 2.476 4.974 -2.442
64 H 2.605 6.419 -0.438
65 H 3.097 5.424 1.772
66 H 3.448 2.992 1.985
67 Br -3.533 -6.236 1.357
68 C -2.995 -4.489 0.894
69 C -2.021 -4.303 -0.075
70 C -1.600 -3.022 -0.388
71 C -2.161 -1.923 0.245
72 C -3.152 -2.122 1.204
73 C -3.568 -3.405 1.531
74 N -1.699 -0.592 -0.023
75 C -2.566 0.333 -0.002
76 C -2.129 1.727 -0.068
77 C -3.047 2.755 -0.068
78 C -2.585 4.066 -0.080
79 C -1.224 4.277 -0.089
80 C -0.370 3.182 -0.094
81 N -0.803 1.921 -0.086
82 H -1.592 -5.157 -0.582
83 H -0.850 -2.883 -1.137
84 H -3.575 -1.287 1.742
85 H -4.325 -3.557 2.289
86 H -3.632 0.140 0.098
87 H -4.104 2.528 -0.053
88 H -3.277 4.898 -0.078
89 H -0.805 5.274 -0.093
90 H 0.700 3.325 -0.106

These are the Mulliken partial charges, in e, on atoms 1 to 8: -0.8932, -1.5056, 0.9024, -1.3021, -0.2737, 1.2055, 0.2009, -0.6512

> energy of number 1 (C42H36AuN3O2P2Te)?

-82265.6360 eV

> Which value of energy does entry 3 give?

-45619.3867 eV

> What is the energy in the second record?

-284927.2361 eV

> What is the energy in the fourth record?

-51210.0819 eV